# 1
The molecule C4H10OS at a distorted geometry. Source: OMol25; level of theory: wB97M-V/def2-TZVPD.

Output
- Largest force on an atom: 4.18 eV/A
- Calculated total energy: -17189.3363 eV

Atoms and positions in Å:
C 0.791 1.568 -0.018
C -1.403 -0.237 -1.269
C 1.503 -0.554 1.706
C -0.429 -0.975 -0.438
O -2.296 0.617 -0.510
S 0.115 0.346 0.804
H 0.045 2.298 -0.328
H 1.458 1.211 -0.743
H -0.647 0.336 -1.860
H -2.002 -0.835 -1.879
H -1.873 1.428 -0.333
H 1.486 -0.225 2.750
H 1.175 -1.603 1.723
H 2.420 -0.416 1.287
H 0.501 -1.256 -1.040
H -0.843 -1.704 0.149


# 2
The molecule C4H10OS at a distorted geometry. Source: OMol25; level of theory: wB97M-V/def2-TZVPD.

Output
- Structure (SMILES): COCCCS
- Largest force on an atom: 4.37 eV/A
- Calculated total energy: -17191.1427 eV

Atoms and positions in Å:
O -1.692 -0.268 -0.073
S 2.812 1.088 -1.023
C -2.687 0.713 0.317
C -0.295 0.024 0.337
C 2.171 -0.614 -0.419
C 0.686 -1.052 -0.200
H 1.969 1.769 -0.127
H -3.551 0.459 -0.207
H -2.241 1.675 0.014
H -2.950 0.558 1.379
H -0.006 1.042 -0.015
H -0.259 0.009 1.469
H 2.583 -1.325 -1.082
H 2.633 -0.688 0.585
H 0.320 -1.412 -1.225
H 0.509 -1.979 0.271


# 3
The molecule C4H10OS at a distorted geometry. Source: OMol25; level of theory: wB97M-V/def2-TZVPD.

Output
- Structure (SMILES): OCCCCS
- Largest force on an atom: 1.22 eV/A
- Calculated total energy: -17192.4431 eV

Atoms and positions in Å:
C -1.879 -0.516 0.683
O -3.070 0.282 0.759
C -0.812 0.044 -0.281
C 0.590 -0.317 0.158
C 1.656 0.384 -0.697
S 3.212 -0.565 -0.757
H -1.433 -0.577 1.669
H -2.239 -1.471 0.304
H -2.856 1.177 1.059
H -0.921 1.128 -0.402
H -1.005 -0.355 -1.281
H 0.712 -1.398 0.070
H 0.803 -0.091 1.213
H 1.291 0.488 -1.718
H 1.884 1.358 -0.291
H 4.066 0.428 -0.488


# 4
The molecule C4H10OS at a distorted geometry. Source: OMol25; level of theory: wB97M-V/def2-TZVPD.

Output
- Structure (SMILES): COCCSC
- Largest force on an atom: 2.96 eV/A
- Calculated total energy: -17191.5317 eV

Atoms and positions in Å:
C -3.149 -0.214 0.080
C -0.432 0.460 0.105
C 0.888 0.365 -0.661
C 2.804 -0.589 0.330
H -3.887 -0.515 -0.713
H -3.596 -0.568 0.947
H -3.049 0.874 0.076
H -0.954 1.435 0.042
H -0.188 0.462 1.192
H 0.695 0.355 -1.755
H 1.405 1.288 -0.450
H 3.276 -1.613 0.399
H 2.522 -0.115 1.231
H 3.530 0.046 -0.121
O 1.617 -0.756 -0.451
S -1.481 -0.915 -0.251


# 5
The molecule C4H10OS2 at a distorted geometry. Source: OMol25; level of theory: wB97M-V/def2-TZVPD.

Output
- Structure (SMILES): O[C@@H](CS)CCS
- Largest force on an atom: 6.68 eV/A
- Calculated total energy: -28025.1734 eV

Atoms and positions in Å:
C 0.164 0.310 1.794
C -0.222 -0.861 0.680
C -0.133 -0.926 -0.815
C 1.048 0.185 -1.130
H -0.871 2.596 2.199
H 0.470 -0.296 2.751
H 1.089 0.737 1.278
H -1.202 -1.208 1.163
H 0.429 -1.840 1.075
H 0.207 -1.801 -1.250
H -1.744 0.388 -1.013
H 0.723 1.094 -0.669
H 2.069 -0.189 -0.746
H -0.280 0.554 -2.830
O -1.403 -0.422 -1.562
S -1.359 1.185 1.941
S 1.016 0.493 -2.866


# 6
A 2-piece molecular cluster, C4H10S overall at a distorted geometry. Source: OMol25; level of theory: wB97M-V/def2-TZVPD.

Output
- Structure (SMILES): C=C.CSC
- Largest force on an atom: 2.07 eV/A
- Calculated total energy: -15143.8678 eV

Atoms and positions in Å:
C -4.149 -0.364 -0.161
C -2.948 -0.879 0.025
H -4.912 -0.450 0.607
H -4.516 0.075 -1.089
H -2.731 -1.545 0.845
H -2.207 -0.663 -0.731
C 1.931 0.826 -1.117
S 1.296 -0.152 0.182
C 2.709 -0.043 1.303
H 1.134 1.128 -1.816
H 2.722 0.262 -1.621
H 2.410 1.763 -0.799
H 2.700 -0.450 2.330
H 3.565 -0.506 0.766
H 2.996 0.999 1.277


# 7
A 2-piece molecular cluster, C4H10S overall at a distorted geometry. Source: OMol25; level of theory: wB97M-V/def2-TZVPD.

Output
- Multiplicity: 2
- Largest force on an atom: 4.40 eV/A
- Charge: +1
- Calculated total energy: -15133.4577 eV

Atoms and positions in Å:
C 0.416 -1.951 -1.782
S 1.203 -1.250 -3.438
H 0.029 -2.906 -2.150
H -0.491 -1.439 -1.553
H 1.051 -2.145 -0.873
H 1.534 -0.100 -2.638
C -1.304 1.259 0.615
C -0.459 0.641 1.719
C 0.861 0.934 1.943
H -1.666 0.472 -0.022
H -0.597 1.899 0.134
H -2.168 1.658 1.075
H -1.086 0.575 2.711
H 1.298 0.611 2.861
H 1.378 1.740 1.398


# 8
The molecule C4H10S2 at a distorted geometry. Source: OMol25; level of theory: wB97M-V/def2-TZVPD.

Output
- Structure (SMILES): CCCSSC
- Largest force on an atom: 3.00 eV/A
- Calculated total energy: -25980.0751 eV

Atoms and positions in Å:
C 0.559 -0.336 1.516
C -0.639 0.288 2.237
C 0.141 -1.263 0.387
S -1.174 -0.613 -0.714
S -0.052 1.337 -1.264
C 0.205 0.929 -2.971
H 1.170 0.457 1.075
H 1.229 -0.857 2.218
H -0.360 0.895 3.100
H -1.046 1.071 1.589
H -1.408 -0.424 2.499
H 0.970 -1.547 -0.274
H -0.382 -2.183 0.690
H 0.217 1.766 -3.670
H 1.082 0.263 -3.069
H -0.512 0.217 -3.348


# 9
The molecule C4H10S2 at a distorted geometry. Source: OMol25; level of theory: wB97M-V/def2-TZVPD.

Output
- Structure (SMILES): CCSCSC
- Largest force on an atom: 5.36 eV/A
- Calculated total energy: -25978.8223 eV

Atoms and positions in Å:
C 1.934 0.731 -0.052
C 1.759 -0.823 0.050
C -0.866 -0.993 0.543
C -2.449 0.826 -0.480
H 1.289 1.239 0.596
H 2.902 1.092 0.240
H 1.671 1.183 -1.097
H 1.907 -1.074 1.220
H 2.608 -1.287 -0.516
H -0.694 -1.940 1.157
H -0.594 0.003 0.944
H -1.824 1.467 0.348
H -3.571 1.056 -0.753
H -1.979 0.900 -1.462
S 0.306 -1.436 -0.735
S -2.399 -0.946 -0.001


# 10
A 2-piece molecular cluster, C4H10S3 overall at a distorted geometry. Source: OMol25; level of theory: wB97M-V/def2-TZVPD.

Output
- Structure (SMILES): SC(S)S.C=CC
- Largest force on an atom: 4.13 eV/A
- Calculated total energy: -36813.4999 eV

Atoms and positions in Å:
C 1.188 -0.365 2.449
C 1.810 -0.392 0.037
C 1.829 -0.965 1.424
C -1.652 0.520 -0.604
S -0.464 1.790 -1.122
S -3.417 1.001 -0.892
S -1.319 -1.259 -1.106
H -1.589 0.468 0.486
H 1.212 -0.838 3.427
H 0.970 0.722 2.237
H 2.182 0.590 0.046
H 0.745 -0.208 -0.233
H 2.200 -0.870 -0.778
H 2.326 -1.886 1.454
H -1.044 1.757 -2.402
H -3.187 1.111 -2.190
H -1.790 -1.176 -2.234


# 11
A 2-piece molecular cluster, C4H10SSi overall at a distorted geometry. Source: OMol25; level of theory: wB97M-V/def2-TZVPD.

Output
- Largest force on an atom: 4.02 eV/A
- Calculated total energy: -23019.1057 eV

Atoms and positions in Å:
C -1.342 0.923 0.561
C 0.030 1.201 0.080
C -2.021 -0.161 -0.308
C 2.317 -0.947 0.545
Si 0.775 -0.406 -0.395
S -0.884 -1.635 -0.155
H -1.219 0.509 1.526
H -1.868 1.918 0.742
H -0.066 1.971 -0.775
H 0.739 1.801 0.717
H -2.904 -0.602 0.181
H -2.269 -0.066 -1.393
H 1.994 -0.626 1.607
H 2.569 -2.140 0.507
H 3.275 -0.542 0.278
H 0.875 -1.200 -3.719


# 12
The molecule C4H10SSi at a distorted geometry. Source: OMol25; level of theory: wB97M-V/def2-TZVPD.

Output
- Largest force on an atom: 4.79 eV/A
- Calculated total energy: -23020.4199 eV

Atoms and positions in Å:
C -0.669 -0.711 -1.230
C 0.824 -1.013 -0.816
C -0.943 0.732 -0.667
C 1.117 -1.222 0.665
Si -0.635 0.977 1.143
S 0.263 2.927 1.577
H -0.632 -0.716 -2.290
H -1.444 -1.543 -1.139
H 1.109 -2.051 -1.239
H 1.483 -0.301 -1.260
H -0.187 1.289 -1.183
H -1.916 1.224 -1.031
H 0.502 -1.858 1.220
H 2.072 -0.889 1.240
H -1.713 0.584 2.135
H 0.769 2.571 2.875


# 13
C4H11AlB2Cl4F5IKN2NaO7 as an isolated structure at a distorted geometry. Source: OMol25; level of theory: wB97M-V/def2-TZVPD.

Output
- Largest force on an atom: 4.53 eV/A
- Calculated total energy: -122093.4026 eV

Atoms and positions in Å:
O 2.428 -2.481 1.224
N 1.865 -3.015 0.344
O 0.956 -2.104 -0.228
B -0.095 -1.931 0.648
I -1.546 -3.450 0.963
H -0.206 -0.887 1.204
Al 3.093 -0.535 1.847
Cl 1.997 -1.052 -2.421
C 0.379 3.491 -0.754
C 0.777 2.028 -0.586
C 0.237 1.147 -1.728
O 0.296 1.548 0.671
H -0.724 3.615 -0.730
H 0.774 4.092 0.067
H 0.750 3.893 -1.698
H 1.861 1.941 -0.561
H -0.855 1.170 -1.756
H 0.530 0.099 -1.588
H 0.606 1.473 -2.699
H -0.650 1.616 0.703
F 2.715 -4.529 2.203
O -1.882 -2.869 4.716
H -1.882 -3.107 3.776
Na -1.771 1.711 -0.590
N 0.882 2.759 2.841
O 1.149 1.607 3.243
O 1.636 3.313 2.009
O -0.157 3.324 3.218
C 1.717 1.916 -5.642
Cl 2.950 1.616 -4.461
Cl 0.467 0.641 -5.559
Cl 0.971 3.517 -5.409
H 2.159 1.880 -6.630
B -3.951 -4.734 3.725
F -4.580 -5.709 4.460
F -2.509 -4.757 3.962
F -4.185 -4.906 2.340
F -4.402 -3.460 4.095
K -1.663 1.528 -5.101


# 14
C4H11AlNO as an isolated structure at a distorted geometry. Source: OMol25; level of theory: wB97M-V/def2-TZVPD.

Output
- Largest force on an atom: 2.68 eV/A
- Charge: +3
- Calculated total energy: -14421.3589 eV

Atoms and positions in Å:
Al 25.297 13.446 -14.782
C 22.571 14.030 -18.074
C 22.911 13.251 -16.733
C 24.096 12.158 -16.880
O 24.595 11.579 -15.678
C 23.615 10.761 -14.970
N 23.347 14.212 -15.781
H 23.501 14.562 -18.275
H 21.767 14.762 -17.982
H 22.393 13.372 -18.924
H 22.049 12.726 -16.321
H 24.907 12.672 -17.397
H 23.717 11.364 -17.523
H 23.307 9.983 -15.668
H 22.811 11.444 -14.698
H 24.091 10.235 -14.142
H 23.872 14.871 -16.338
H 22.544 14.815 -15.670


# 15
C4H11B3FNO5 as an isolated structure at a distorted geometry. Source: OMol25; level of theory: wB97M-V/def2-TZVPD.

Output
- Largest force on an atom: 2.86 eV/A
- Calculated total energy: -20803.4404 eV

Atoms and positions in Å:
F -4.143 1.371 3.120
C -3.266 0.853 2.161
C -1.785 1.238 2.508
C -0.932 -0.031 2.965
B -0.101 -0.617 1.732
O 1.343 -0.642 1.799
B 1.715 0.463 0.964
O 1.114 0.447 -0.332
B 0.347 -0.763 -0.467
O -0.653 -1.087 0.511
H -3.417 -0.237 2.015
H -3.535 1.346 1.200
H -1.298 1.766 1.660
H -1.838 1.893 3.409
H -1.578 -0.821 3.414
H -0.188 0.335 3.714
H 2.424 1.320 1.349
H 0.483 -1.493 -1.390
C 2.628 -0.284 -4.354
N 1.625 -1.378 -4.303
O 1.598 -2.066 -3.306
O 0.903 -1.503 -5.266
H 3.198 -0.292 -3.430
H 3.272 -0.470 -5.209
H 2.086 0.652 -4.466


# 16
C4H11BNO2S as an isolated structure at a distorted geometry. Source: OMol25; level of theory: wB97M-V/def2-TZVPD.

Output
- Multiplicity: 3
- Largest force on an atom: 4.38 eV/A
- Charge: +1
- Calculated total energy: -21414.1723 eV

Atoms and positions in Å:
B -1.926 -0.114 -0.088
C 1.672 1.254 -0.479
C 1.829 -0.019 0.273
C 0.882 -2.481 0.639
C -0.762 0.270 -0.980
N 0.089 1.524 -0.521
O -2.883 -0.835 -0.683
O -2.024 0.573 1.105
S 0.836 -1.324 -0.568
H 1.899 2.194 -0.021
H 2.133 1.063 -1.430
H 2.875 -0.254 0.287
H 1.552 0.088 1.455
H 0.840 -2.248 1.744
H 0.247 -3.311 0.425
H -0.785 0.261 -2.088
H -0.314 1.802 0.374
H -0.066 2.168 -1.234
H -3.637 -0.908 -0.099
H -2.460 0.300 1.891


# 17
A 2-piece molecular cluster, C4H11BS overall at a distorted geometry. Source: OMol25; level of theory: wB97M-V/def2-TZVPD.

Output
- Structure (SMILES): C=CCC.BS
- Largest force on an atom: 2.65 eV/A
- Calculated total energy: -15836.2215 eV

Atoms and positions in Å:
B -0.029 -0.285 3.375
C 0.345 1.217 -2.211
C -0.525 0.368 -1.224
C 0.091 -1.014 -1.147
C 0.587 -1.652 -0.064
S -0.120 1.287 2.619
H -1.031 -0.764 3.111
H 0.955 -0.603 3.789
H 1.376 0.834 -2.128
H 0.331 2.236 -1.825
H 0.210 1.257 -3.273
H -1.641 0.296 -1.579
H -0.635 0.887 -0.231
H 0.257 -1.513 -2.112
H -1.444 1.422 2.109
H 0.326 -1.298 0.965
H 0.946 -2.676 -0.173


# 18
C4H11BrClReSm as an isolated structure at a distorted geometry. Source: OMol25; level of theory: wB97M-V/def2-TZVPD.

Output
- Multiplicity: 9
- Largest force on an atom: 4.22 eV/A
- Calculated total energy: -106918.2241 eV

Atoms and positions in Å:
Sm 1.054 -1.000 -0.540
Cl 1.918 -3.351 -0.534
C 2.425 0.601 -1.551
C -0.234 -0.947 -2.581
H 2.145 0.891 -2.565
H 2.310 1.473 -0.884
H 3.495 0.348 -1.550
H 0.181 -0.182 -3.237
H -1.297 -0.734 -2.415
H -0.113 -1.911 -3.085
Re -0.732 0.945 1.211
C -1.495 -0.775 1.965
C -1.833 2.068 2.222
H -2.581 -0.733 1.891
H -1.111 -1.765 1.641
H -1.256 -0.676 3.051
H -2.920 1.846 2.385
H -1.556 3.074 2.623
Br 1.600 0.828 1.953


# 19
A 2-piece molecular cluster, C4H11BrOSi overall at a distorted geometry. Source: OMol25; level of theory: wB97M-V/def2-TZVPD.

Output
- Largest force on an atom: 5.06 eV/A
- Calculated total energy: -84290.4015 eV

Atoms and positions in Å:
C 0.157 2.386 0.864
C 1.269 -0.917 1.526
C 1.227 -0.654 -1.841
C -2.710 -1.188 -0.588
O 0.727 1.563 -0.185
Si 0.681 -0.035 -0.092
Br -3.612 0.420 -0.318
H -0.928 2.129 0.993
H 0.190 3.360 0.389
H 0.606 2.020 1.787
H 2.321 -0.481 1.513
H 0.785 -0.526 2.330
H 1.136 -1.949 1.427
H 1.621 0.099 -2.585
H 1.962 -1.479 -1.737
H 0.492 -1.244 -2.475
H -3.075 -1.781 -1.412
H -2.848 -1.724 0.404


# 20
C4H11Cl3CuInO2P2 as an isolated structure at a distorted geometry. Source: OMol25; level of theory: wB97M-V/def2-TZVPD.

Output
- Largest force on an atom: 1.37 eV/A
- Calculated total energy: -114378.1789 eV

Atoms and positions in Å:
C 2.825 -0.400 1.526
C 2.866 -1.063 0.175
Cl 3.794 -0.072 -0.974
C 1.444 -1.466 -0.298
Cl 1.315 -1.417 -2.116
In -0.213 -0.108 0.330
Cl -0.471 0.193 2.744
P 0.157 2.203 -0.646
O -1.086 2.757 -1.301
P -2.353 -1.154 -0.507
C -3.624 0.021 0.100
O -2.390 -1.024 -2.166
H 3.794 -0.466 1.997
H 2.480 0.623 1.447
H 2.123 -0.951 2.143
H 3.418 -1.981 0.317
H 1.235 -2.490 -0.038
H 0.599 3.046 0.408
H 1.268 2.182 -1.524
H -3.611 0.858 -0.646
H -4.612 -0.400 0.179
H -3.287 0.318 1.098
H -1.704 -1.638 -2.479
Cu -3.965 2.429 0.230